# 1
C4H11O3 | ωB97M-V/def2-TZVPD

Computed properties:
LUMO, eV: 4.211
Total energy, eV: -10469.1231
Energy above the lowest of the compared OMol25 structures with the same formula, charge and spin, kcal per mole: 12.8
Kohn-Sham gap, hartree: 0.28473
Multiplicity: 1
Strongest force on any atom, eV/Å: 1.983
Highest occupied orbital energy, eV: -3.537
Total charge: -1

Last column: natural (NBO) charge in e.
Atoms and positions in Å:
C  2.06564  0.76048  -0.28647  -0.050
O  2.05241  0.41505  1.08866  -0.788
C  0.94768  -0.00264  -0.96950  -0.466
C  -0.37777  0.70878  -0.64679  0.132
C  -1.40436  0.16349  -1.67748  -0.641
O  -0.71476  0.37851  0.61391  -0.971
H  1.79226  1.90451  -0.31526  0.133
H  3.07970  0.63413  -0.67676  0.148
H  0.88636  -1.04335  -0.63213  0.205
H  1.10686  -0.07292  -2.06555  0.173
H  -0.27343  1.79990  -0.90091  0.088
H  -2.45363  0.47651  -1.49457  0.193
H  -1.20351  0.29120  -2.77053  0.168
H  -1.47008  -0.92140  -1.54029  0.189
H  1.07342  0.23314  1.21546  0.509
H  -1.53496  -2.23108  2.33941  0.446
H  -1.68499  -1.24728  1.26159  0.520
O  -2.19201  -1.97814  1.68002  -0.988

Force components x, y, z for each atom (eV/Å):
C -0.618 1.726 0.755
O -0.521 -0.488 0.241
C 0.616 0.688 -1.633
C -0.512 -1.338 -1.290
C -1.109 -0.600 -0.483
O -0.256 0.290 1.059
H 0.678 -1.741 -0.472
H -0.072 -0.147 -0.076
H 0.016 0.205 0.236
H 0.108 0.300 0.237
H 0.146 -0.196 0.448
H 0.584 0.318 0.078
H 0.184 0.344 0.709
H 0.187 -0.119 0.102
H 0.432 0.382 0.284
H -0.266 -0.251 0.099
H -0.253 0.557 -0.504
O 0.656 0.072 0.210

---

# 2
C4H11O3Pt | ωB97M-V/def2-TZVPD

Computed properties:
LUMO (spin up / spin down), eV: 3.197 / 3.193
Total energy, eV: -13710.3779
Energy above the lowest of the compared OMol25 structures with the same formula, charge and spin, kcal per mole: 0.0
Expectation value of S²: 2.01
Kohn-Sham gap (spin up / spin down), hartree: 0.14937 / 0.22054
Multiplicity: 3
Strongest force on any atom, eV/Å: 9.562
Highest occupied orbital energy (spin up / spin down), eV: -0.868 / -2.808
Total charge: -1

Last column: Löwdin spin population.
Atoms and positions in Å:
C  6.12317  -1.18849  -2.48764  0.008
H  6.60042  -0.46071  -3.15712  0.002
H  6.90523  -1.93071  -2.25070  0.000
H  5.29512  -1.78246  -2.90949  0.004
O  3.44513  0.95069  -3.38664  0.319
Pt  2.54112  2.40491  -3.20818  1.645
H  2.93362  0.13494  -3.03561  0.009
O  5.78682  -0.43559  -1.22036  0.006
C  1.95993  -0.95836  -0.52114  0.002
O  3.20928  -0.74667  0.08097  0.002
C  4.12422  -1.80114  -0.05555  0.001
C  5.52907  -1.23034  -0.08545  0.001
H  1.70724  -0.02643  -1.04448  -0.001
H  1.97199  -1.64039  -1.39005  0.001
H  1.30767  -1.47717  0.20307  0.000
H  3.95868  -2.41655  -0.95921  0.000
H  4.01426  -2.48005  0.81041  0.000
H  6.24669  -2.06664  -0.01393  0.000
H  5.68035  -0.58366  0.78998  0.000

Force components x, y, z for each atom (eV/Å):
C 0.335 0.344 2.187
H -0.809 -0.159 0.109
H -0.070 0.144 0.191
H -0.006 0.843 0.054
O 3.472 -8.906 -0.256
Pt -4.564 7.257 0.885
H 1.091 1.574 -0.703
O 0.506 -1.085 -1.988
C 0.094 -0.495 -0.834
O 0.411 -0.219 -0.548
C 0.097 -0.206 0.349
C 0.171 -0.166 -0.194
H -0.806 0.122 1.031
H 0.602 -0.253 0.203
H -0.460 0.907 -0.245
H -0.144 0.359 0.107
H 0.198 -0.053 -0.111
H -0.027 0.060 -0.006
H -0.091 -0.068 -0.232

---

# 3
C4H11OP | ωB97M-V/def2-TZVPD

Computed properties:
LUMO (spin up / spin down), eV: 0.553 / 0.563
Total energy, eV: -15659.3955
Energy above the lowest of the compared OMol25 structures with the same formula, charge and spin, kcal per mole: 79.9
Kohn-Sham gap (spin up / spin down), hartree: 0.28562 / 0.28571
Multiplicity: 1
Strongest force on any atom, eV/Å: 6.287
Highest occupied orbital energy (spin up / spin down), eV: -7.219 / -7.212
Total charge: 0

Last column: natural (NBO) charge in e.
Atoms and positions in Å:
C  0.31240  0.26648  1.74542  -0.659
C  2.02881  0.65214  -0.16024  -0.668
C  -2.36717  0.24573  -0.55768  -0.931
C  1.00421  -0.26036  0.44173  -0.217
O  -1.09057  -1.69157  -1.99823  -1.004
P  -0.80540  -0.08906  -1.58450  0.849
H  0.32577  1.28531  1.93485  0.218
H  -0.70883  -0.13357  1.65301  0.219
H  0.88390  -0.42962  2.51446  0.218
H  3.02484  0.74113  0.48554  0.199
H  1.54264  1.62614  -0.53857  0.213
H  2.37834  0.27332  -1.05439  0.208
H  -2.85684  0.94301  -1.08428  0.220
H  -1.97540  0.68923  0.33352  0.224
H  -2.77517  -0.68196  -0.49319  0.233
H  1.31224  -1.24306  0.26201  0.180
H  -0.23376  -2.19328  -1.89946  0.496

Force components x, y, z for each atom (eV/Å):
C 1.334 -6.081 -0.876
C 0.378 1.990 1.396
C 4.679 -0.194 -0.078
C -2.057 3.602 -1.601
O 1.408 -0.465 0.576
P 1.217 -0.087 1.770
H 0.395 1.796 0.194
H 0.172 0.348 0.725
H -1.378 1.924 -0.666
H -2.170 0.421 -0.917
H 1.085 -0.915 1.315
H 0.805 -1.201 -1.998
H -2.355 2.332 -1.810
H -0.207 0.015 0.894
H -1.710 -2.424 0.677
H -0.180 -1.770 0.708
H -1.416 0.710 -0.311

---

# 4
C4H11OP | ωB97M-V/def2-TZVPD

Computed properties:
LUMO (spin up / spin down), eV: -0.016 / 0.132
Total energy, eV: -15658.7254
Energy above the lowest of the compared OMol25 structures with the same formula, charge and spin, kcal per mole: 95.4
Kohn-Sham gap (spin up / spin down), hartree: 0.32427 / 0.27149
Multiplicity: 1
Strongest force on any atom, eV/Å: 5.400
Highest occupied orbital energy (spin up / spin down), eV: -8.839 / -7.256
Total charge: 0

Last column: natural (NBO) charge in e.
Atoms and positions in Å:
C  0.73600  -1.31414  0.63210  -0.618
C  2.18968  0.46291  -0.61066  -0.632
C  -3.28795  -0.14516  -0.37706  -0.485
C  0.79057  0.09452  -0.14845  -0.515
O  -0.14974  2.42183  -0.12266  -0.963
P  -0.09984  1.31656  1.01783  0.782
H  1.45084  -1.35588  1.35955  0.198
H  -0.31427  -1.39008  1.05760  0.212
H  0.90110  -2.08326  -0.23351  0.208
H  2.69538  -0.51919  -0.75147  0.210
H  2.50203  1.05277  0.23733  0.212
H  2.06528  0.97600  -1.56863  0.220
H  -3.77449  -0.19444  0.50752  0.160
H  -3.00970  -0.96222  -0.98043  0.161
H  -3.27083  0.73808  -0.91836  0.152
H  0.17786  -0.00377  -1.07423  0.209
H  -0.78915  3.04226  0.28648  0.488

Force components x, y, z for each atom (eV/Å):
C -2.890 0.693 -4.509
C -1.149 -0.955 0.228
C 1.187 -0.158 -1.816
C -1.756 -1.666 1.173
O -1.348 2.651 -0.346
P 1.221 -3.029 -0.174
H 1.919 -0.330 1.929
H 1.323 -0.396 -0.424
H -0.278 0.915 2.032
H 0.308 1.002 0.094
H 1.463 0.346 -0.340
H 0.694 0.293 0.407
H -1.293 -0.385 2.547
H 0.247 -1.200 -0.057
H -0.006 1.805 -0.598
H -0.155 0.029 0.864
H 0.513 0.384 -1.010

---

# 5
C4H11OS | ωB97M-V/def2-TZVPD

Computed properties:
LUMO, eV: 3.413
Total energy, eV: -17208.5888
Energy above the lowest of the compared OMol25 structures with the same formula, charge and spin, kcal per mole: 37.1
Kohn-Sham gap, hartree: 0.21925
Multiplicity: 1
Strongest force on any atom, eV/Å: 0.587
Highest occupied orbital energy, eV: -2.553
Total charge: -1

Last column: natural (NBO) charge in e.
Atoms and positions in Å:
C  -1.06514  0.42676  -2.09595  -0.021
O  -0.98211  -0.92671  -2.03058  -0.950
C  -2.25857  0.98931  -1.30394  -0.645
H  -1.14950  0.81074  -3.14485  0.078
H  -0.13747  0.93337  -1.71527  0.073
H  -2.43676  2.05703  -1.47930  0.162
H  -2.08380  0.83732  -0.23622  0.186
H  -3.14112  0.40618  -1.57550  0.188
C  1.50942  -0.10885  2.78568  -0.754
S  1.04755  0.40569  1.11845  0.168
C  0.70663  -1.17260  0.32641  -0.806
H  2.40403  -0.73121  2.80562  0.195
H  0.69759  -0.62790  3.29349  0.197
H  1.70302  0.82154  3.32206  0.209
H  0.03886  -1.04466  -0.57814  0.343
H  1.59032  -1.69091  -0.01396  0.189
H  0.16588  -1.77460  1.05229  0.189

Force components x, y, z for each atom (eV/Å):
C 0.130 -0.360 -0.233
O -0.047 0.183 0.031
C 0.104 -0.101 0.096
H -0.077 0.031 -0.002
H -0.038 0.134 0.103
H -0.014 0.050 -0.041
H -0.020 0.002 0.067
H -0.091 0.093 -0.064
C 0.031 0.232 -0.050
S 0.039 -0.004 -0.162
C -0.555 0.143 -0.127
H 0.040 0.000 -0.034
H -0.086 -0.079 -0.053
H 0.098 -0.087 0.124
H 0.067 0.095 0.203
H 0.501 -0.094 0.135
H -0.082 -0.238 0.006

---

# 6
C4H11OS | ωB97M-V/def2-TZVPD

Computed properties:
LUMO, eV: 3.997
Total energy, eV: -17208.8310
Energy above the lowest of the compared OMol25 structures with the same formula, charge and spin, kcal per mole: 31.5
Kohn-Sham gap, hartree: 0.24957
Multiplicity: 1
Strongest force on any atom, eV/Å: 4.112
Highest occupied orbital energy, eV: -2.794
Total charge: -1

Last column: natural (NBO) charge in e.
Atoms and positions in Å:
C  2.15543  -1.06987  -0.50694  -0.645
C  1.75744  0.44969  -0.27099  -0.484
S  0.81528  1.15418  -1.83920  -0.741
H  1.23610  -1.56033  -0.87498  0.197
H  2.85081  -0.90305  -1.25605  0.211
H  2.37761  -1.60322  0.36884  0.178
H  2.73234  0.96334  0.09416  0.164
H  1.16755  0.49819  0.60130  0.151
H  -0.44917  1.67053  0.33803  0.505
C  -2.16346  0.64175  0.42767  -0.048
O  -1.30696  1.71641  0.77267  -0.765
C  -1.48180  -0.63474  0.30791  -0.648
H  -2.97100  0.65859  1.22787  0.142
H  -2.78692  0.99179  -0.46708  0.150
H  -1.11804  -0.95893  1.36662  0.182
H  -2.16247  -1.49754  0.04506  0.196
H  -0.65274  -0.51680  -0.33486  0.256

Force components x, y, z for each atom (eV/Å):
C -3.449 2.234 -0.138
C 1.460 -0.277 -0.998
S 1.338 -0.515 1.915
H 0.552 0.139 -0.376
H 1.705 -0.973 -1.419
H 1.214 -0.529 1.296
H -1.379 -0.287 -1.163
H -1.168 0.160 1.000
H 0.034 -0.237 -0.901
C -2.784 2.923 0.080
O -0.348 0.104 1.037
C -0.433 -2.940 2.604
H 0.956 -0.307 -0.520
H 1.056 -0.893 0.451
H -0.240 0.676 -1.640
H 0.635 1.015 -0.259
H 0.851 -0.292 -0.967

---

# 7
C4H11PSi | ωB97M-V/def2-TZVPD

Computed properties:
LUMO (spin up / spin down), eV: -1.595 / -1.596
Total energy, eV: -21487.6219
Energy above the lowest of the compared OMol25 structures with the same formula, charge and spin, kcal per mole: 89.5
Kohn-Sham gap (spin up / spin down), hartree: 0.21000 / 0.20946
Multiplicity: 1
Strongest force on any atom, eV/Å: 4.285
Highest occupied orbital energy (spin up / spin down), eV: -7.309 / -7.296
Total charge: 0

Last column: natural (NBO) charge in e.
Atoms and positions in Å:
C  -0.46789  -1.25229  -0.88885  -0.913
C  1.63887  1.07202  -0.18512  -1.139
C  0.42843  -2.48835  -0.71999  -0.630
C  -1.34581  1.78934  -0.47916  -1.112
Si  -0.09610  0.40046  -0.39214  1.476
P  -0.49063  0.44360  3.49126  0.121
H  -1.37150  -1.63081  -1.45512  0.235
H  2.08977  1.43018  -1.14223  0.255
H  1.51619  1.92488  0.52025  0.243
H  2.23532  0.20478  0.11812  0.251
H  1.25056  -2.55179  -0.00793  0.205
H  -0.35013  -3.27675  -0.41746  0.200
H  0.77092  -2.76066  -1.66053  0.199
H  -1.91370  1.95068  0.50757  0.250
H  -0.86060  2.64355  -0.72200  0.227
H  -1.95733  1.34971  -1.25198  0.249
H  -1.07638  0.75146  4.68529  -0.117

Force components x, y, z for each atom (eV/Å):
C 0.421 0.758 0.007
C -0.289 -0.101 -0.278
C -2.619 -0.505 1.627
C -1.501 -3.095 2.555
Si -0.454 -1.313 -0.937
P 0.594 -0.294 -1.180
H 0.652 1.180 1.049
H -0.620 -0.158 0.651
H 0.760 -0.756 -0.191
H 0.296 0.577 0.537
H -0.116 0.594 0.098
H 1.480 0.597 -0.242
H 0.876 -0.763 -1.826
H 0.697 -0.387 -1.595
H 1.209 2.774 -1.113
H -0.812 0.597 -0.293
H -0.573 0.295 1.131

---

Which value of total charge does entry 6 give? -1